This record from the Open Molecules 2025 dataset describes C9H16HoN2O6 as an isolated structure at a distorted geometry. The level of theory is wB97M-V/def2-TZVPD.

Last column: Mulliken charge in e.
Positions of all 34 atoms, in Å:
Ho -0.1240 0.0261 0.2515  1.331
O 1.8467 0.9661 -1.0025  -0.385
C 3.1016 1.1292 -0.2964  -0.592
C 3.5811 -0.1635 0.3891  -0.719
N 2.8883 -0.6618 1.5692  0.094
C 2.4015 0.2684 2.5680  -1.007
C 0.9894 0.7330 2.1495  0.930
O 0.8599 1.6346 1.2697  -0.569
O -0.0177 0.0506 2.4526  -0.541
C 2.2727 -1.9730 1.4794  -0.916
C 1.0403 -1.9051 0.5588  1.063
O -0.1290 -2.0056 1.0074  -0.606
O 1.1846 -1.4625 -0.6184  -0.592
H 1.8403 1.6361 -1.7026  0.278
H 3.8789 1.4007 -1.0193  0.486
H 2.9896 1.9406 0.4322  0.314
H 3.5710 -0.9641 -0.3539  0.321
H 4.6214 0.0378 0.6880  0.436
H 2.3500 -0.2388 3.5361  0.408
H 3.0862 1.1180 2.6303  0.360
H 2.9977 -2.6871 1.0761  0.430
H 1.9585 -2.2917 2.4766  0.323
C -3.2857 -0.8171 -2.0733  -0.928
N -3.8570 0.4127 -1.5581  0.139
C -5.2562 0.6802 -1.7930  -0.904
C -3.0880 1.2058 -0.8517  0.187
O -1.8872 0.9499 -0.6009  -0.723
H -4.0555 -1.3999 -2.5693  0.392
H -2.8647 -1.4104 -1.2494  0.293
H -2.4866 -0.5874 -2.7874  0.307
H -5.5083 0.4965 -2.8369  0.350
H -5.4872 1.7170 -1.5566  0.319
H -5.8709 0.0264 -1.1730  0.355
H -3.5416 2.1384 -0.4917  0.363

Values from the calculation:
gap between HOMO and LUMO (alpha / beta): 0.334 / 0.334 Ha
2S+1: 5
⟨S²⟩: 6.0040
net charge: +1
lowest unoccupied orbital energy (alpha / beta): -2.61 / -2.59 eV